1.
C16H36BrCrP | wB97M-V/def2-TZVPD

```
55
Properties=species:S:1:pos:R:3
Cr 9.795 -6.269 7.734
Br 8.747 -5.799 10.035
C 8.227 0.840 9.076
C 8.251 -0.140 10.290
C 7.092 -1.123 10.375
C 7.215 -2.283 11.352
P 5.637 -3.066 11.868
C 5.370 -4.393 10.630
C 5.507 -3.990 9.073
C 5.076 -4.991 7.941
C 5.343 -4.280 6.538
C 4.167 -1.971 11.561
C 2.812 -2.732 11.694
C 1.589 -2.000 11.073
C 1.604 -2.082 9.545
C 5.748 -3.614 13.574
C 6.293 -5.041 13.948
C 7.848 -5.259 14.056
C 8.432 -4.228 15.044
H 7.512 1.654 9.194
H 7.980 0.289 8.169
H 9.214 1.235 8.834
H 8.217 0.517 11.159
H 9.253 -0.564 10.355
H 6.828 -1.520 9.395
H 6.289 -0.415 10.583
H 7.753 -1.783 12.158
H 7.985 -2.948 10.961
H 4.603 -5.150 10.798
H 6.232 -5.029 10.832
H 6.487 -3.567 8.848
H 4.777 -3.224 8.813
H 4.068 -5.394 8.049
H 5.656 -5.912 7.982
H 4.856 -4.881 5.770
H 6.420 -4.258 6.369
H 4.966 -3.262 6.439
H 4.285 -1.623 10.534
H 4.321 -1.050 12.123
H 2.562 -2.883 12.744
H 2.755 -3.747 11.303
H 1.466 -0.949 11.334
H 0.626 -2.408 11.381
H 2.004 -3.005 9.124
H 2.278 -1.289 9.220
H 0.672 -1.872 9.020
H 4.694 -3.758 13.813
H 6.063 -2.855 14.290
H 5.852 -5.795 13.296
H 5.944 -5.269 14.956
H 8.319 -5.192 13.075
H 8.067 -6.232 14.494
H 9.521 -4.166 15.040
H 8.092 -4.243 16.079
H 8.248 -3.207 14.709
```

Summary:
- Energy: -4590.38954 a.u.
- Spin multiplicity: 5
- Net charge: +2
- Energy above the lowest of the compared OMol25 structures with the same formula, charge and spin: 0.00 kcal per mole
- Orbital gap (spin up / spin down): 4.9 / 6.5 eV
- M: 391.3 g mol⁻¹

Atom charges from the Löwdin analysis, given in e for atoms 1 to 6:
1 Cr 1.00
2 Br 0.14
3 C -0.09
4 C -0.25
5 C -0.28
6 C -0.25

---

2.
C16H36F2N10O26 | wB97M-V/def2-TZVPD

```
90
Properties=species:S:1:pos:R:3
C -15.956 19.276 9.101
C -15.210 18.650 7.894
O -16.331 18.639 6.934
C -17.487 18.648 7.587
O -18.550 18.353 7.073
O -17.238 18.796 8.899
F -14.685 17.461 8.226
H -15.811 20.355 9.158
H -15.626 18.767 10.007
H -14.352 19.199 7.505
C -15.510 21.781 15.381
C -14.206 22.008 14.656
O -14.124 20.975 13.682
C -15.329 20.502 13.538
O -15.756 19.621 12.837
O -16.191 21.187 14.392
F -13.205 21.838 15.485
H -15.949 22.642 15.885
H -15.393 20.971 16.101
H -14.274 23.029 14.281
C -15.033 18.137 18.816
N -16.060 17.293 18.247
O -17.117 17.369 18.829
O -15.715 16.535 17.359
H -14.070 17.628 18.866
H -15.273 18.267 19.871
H -14.955 19.127 18.366
C -18.576 20.127 11.535
N -18.945 20.978 12.674
O -18.724 22.215 12.620
O -19.270 20.400 13.704
H -19.115 20.362 10.617
H -18.772 19.124 11.914
H -17.512 20.287 11.362
C -13.850 23.506 19.773
N -13.988 22.031 19.731
O -14.333 21.404 20.711
O -13.935 21.547 18.583
H -12.782 23.682 19.903
H -14.366 23.901 20.648
H -14.149 23.987 18.842
C -15.557 16.373 13.199
N -14.832 16.177 11.939
O -15.446 16.230 10.883
O -13.623 16.029 12.036
H -15.546 15.421 13.729
H -16.601 16.651 13.054
H -14.882 17.019 13.761
C -11.941 18.878 11.660
N -12.630 19.527 10.499
O -12.784 18.900 9.468
O -13.254 20.613 10.683
H -12.643 18.710 12.478
H -11.051 19.407 12.000
H -11.492 17.965 11.269
C -18.525 24.592 16.122
N -17.868 25.977 16.178
O -18.379 26.867 16.814
O -16.758 26.055 15.595
H -18.231 24.005 16.991
H -18.196 24.066 15.225
H -19.580 24.864 16.087
C -10.869 23.306 12.621
N -9.740 23.156 13.549
O -9.561 22.081 14.093
O -9.079 24.165 13.783
H -10.504 23.979 11.846
H -11.712 23.738 13.160
H -11.221 22.358 12.212
C -13.411 25.812 15.078
N -13.827 26.670 16.260
O -13.890 26.067 17.324
O -14.153 27.841 16.088
H -12.606 26.417 14.660
H -14.181 25.845 14.307
H -13.258 24.806 15.469
C -10.577 19.275 15.917
N -11.890 18.539 15.951
O -12.513 18.575 14.926
O -12.244 17.981 16.947
H -10.017 18.982 15.029
H -10.107 18.815 16.786
H -10.806 20.329 16.072
C -13.075 23.044 9.310
N -13.949 23.399 10.462
O -14.869 24.136 10.200
O -13.644 23.078 11.579
H -13.639 22.281 8.775
H -12.202 22.559 9.747
H -12.778 23.971 8.820
```

Summary:
- Energy: -3333.82973 a.u.
- Spin multiplicity: 2
- Net charge: -1
- Orbital gap (spin up / spin down): 2.6 / 5.9 eV
- M: 822.5 g mol⁻¹

Atom charges from the Löwdin analysis, given in e for atoms 1 to 6:
1 C -0.10
2 C -0.26
3 O 0.12
4 C -0.57
5 O 0.12
6 O 0.05

---

3.
C16H36FeN8O | wB97M-V/def2-TZVPD

```
62
Properties=species:S:1:pos:R:3
Fe -0.301 0.153 0.162
N 1.911 -0.093 0.423
C 2.220 -1.535 0.509
C 1.781 -2.182 -0.791
N 0.363 -1.882 -1.061
C -0.508 -2.963 -0.577
C -1.936 -2.479 -0.408
N -1.939 -1.311 0.489
C 0.147 -1.601 -2.487
C 0.662 -0.216 -2.848
N 0.052 0.784 -1.953
H 2.485 0.335 -0.299
H 2.157 0.375 1.288
H 1.654 -1.937 1.350
H 3.278 -1.727 0.694
H 1.963 -3.260 -0.780
H 2.391 -1.782 -1.604
H -0.126 -3.285 0.395
H -0.469 -3.836 -1.240
H -2.563 -3.291 -0.033
H -2.361 -2.169 -1.363
H -1.811 -1.613 1.450
H -2.830 -0.832 0.449
H -0.924 -1.636 -2.693
H 0.614 -2.361 -3.122
H 0.452 -0.008 -3.899
H 1.745 -0.157 -2.731
H -0.919 0.945 -2.210
H 0.515 1.681 -2.056
N -0.146 -0.270 2.427
C 0.160 -0.238 3.548
N 0.506 -0.200 4.799
C 1.042 1.033 5.406
C 0.029 1.626 6.373
C -0.415 0.586 7.397
C -0.972 -0.659 6.712
C 0.042 -1.244 5.741
H 1.312 1.718 4.602
H 1.960 0.756 5.930
H -0.839 1.985 5.810
H 0.475 2.491 6.866
H -1.162 1.012 8.066
H 0.438 0.306 8.024
H -1.889 -0.411 6.169
H -1.234 -1.422 7.445
H -0.363 -2.069 5.158
H 0.926 -1.607 6.271
C -0.473 4.417 2.287
C -0.195 3.202 1.534
N 0.023 2.247 0.937
H -1.127 4.184 3.125
H -0.958 5.144 1.638
H 0.460 4.838 2.659
C -2.435 3.247 -1.704
C -3.020 2.201 -0.797
N -4.299 2.354 -0.444
O -2.353 1.229 -0.415
H -2.936 4.209 -1.613
H -2.537 2.916 -2.739
H -1.376 3.364 -1.479
H -4.851 3.121 -0.787
H -4.755 1.648 0.110
```

Summary:
- Energy: -2407.88027 a.u.
- Spin multiplicity: 5
- Net charge: +2
- Energy above the lowest of the compared OMol25 structures with the same formula, charge and spin: 0.00 kcal per mole
- Orbital gap (spin up / spin down): 10.0 / 9.5 eV
- M: 412.4 g mol⁻¹

Atom charges from the Löwdin analysis, given in e for atoms 1 to 6:
1 Fe 0.70
2 N -0.03
3 C -0.21
4 C -0.17
5 N -0.21
6 C -0.17

---

4.
C16H36NO8S4 | wB97M-V/def2-TZVPD

```
65
Properties=species:S:1:pos:R:3
N 1.195 1.692 1.117
H 0.722 1.854 1.994
H 0.936 2.371 0.392
H 0.983 1.004 0.669
H 2.214 1.671 1.509
C 1.397 3.785 -4.860
C 2.897 3.441 -5.230
C 3.613 2.535 -4.151
S 2.844 3.204 -2.701
O 3.531 4.408 -2.385
O 2.798 2.060 -1.822
C 1.345 3.700 -3.361
H 0.663 3.077 -5.393
H 1.053 4.777 -5.156
H 3.493 4.346 -5.128
H 3.007 2.875 -6.091
H 4.556 2.786 -3.967
H 3.478 1.589 -4.227
H 1.102 4.641 -2.989
H 0.632 2.887 -3.055
C 2.350 -3.494 3.896
C 0.878 -3.666 3.673
C 0.556 -2.617 2.708
S 1.959 -2.425 1.594
O 2.237 -0.935 1.544
O 1.420 -2.972 0.233
C 3.012 -3.432 2.496
H 2.659 -4.415 4.368
H 2.479 -2.428 4.503
H 0.301 -3.502 4.667
H 0.637 -4.870 3.333
H 0.512 -1.660 2.999
H -0.379 -2.866 2.056
H 4.111 -3.193 2.542
H 2.890 -4.299 1.939
C -0.667 0.091 -4.130
C -0.234 -1.329 -3.618
C -0.321 -1.251 -2.156
S -1.577 -0.025 -1.789
O -0.945 0.955 -0.916
O -2.775 -0.713 -1.390
C -1.932 0.540 -3.428
H -0.662 0.191 -5.170
H 0.112 0.638 -3.896
H 0.618 -1.602 -4.235
H -1.056 -2.047 -4.038
H 0.551 -1.167 -1.514
H -0.822 -2.078 -1.815
H -2.151 1.748 -3.330
H -2.962 0.113 -3.635
C -3.755 -0.783 5.092
C -4.353 -1.348 3.864
C -3.423 -1.169 2.649
S -2.776 0.520 2.992
O -3.556 1.444 2.161
O -1.303 0.484 2.731
C -3.348 0.589 4.615
H -2.972 -1.411 5.627
H -4.569 -0.726 5.781
H -5.278 -1.022 3.606
H -4.641 -2.316 4.012
H -4.129 -1.224 1.701
H -2.419 -1.530 2.624
H -4.301 1.443 4.715
H -2.432 1.059 5.173
```

Summary:
- Energy: -2880.12038 a.u.
- Net charge: +1
- Energy above the lowest of the compared OMol25 structures with the same formula, charge and spin: 67.21 kcal per mole
- Orbital gap: 10.2 eV
- M: 498.7 g mol⁻¹

Atom charges from the Löwdin analysis, given in e for atoms 1 to 6:
1 N 0.36
2 H 0.13
3 H 0.15
4 H -0.05
5 H 0.21
6 C -0.17